This record from the OMol25 dataset describes 8 unconnected molecules or ions with the total composition C41H104F5N7O17S3. The level of theory is wB97M-V/def2-TZVPD.

```
177
Properties=species:S:1:pos:R:3:lowdin_charge:R:1
N -3.263 0.081 -0.347 -0.2825
S -2.996 -1.386 -0.872 0.4511
O -2.973 -2.453 0.082 -0.2437
O -2.046 -1.533 -1.948 -0.2973
F -4.312 -1.585 -1.709 -0.1522
S -1.776 0.408 0.386 0.5480
O -0.700 0.593 -0.548 -0.3089
O -1.536 -0.382 1.563 -0.2771
F -2.066 1.883 0.911 -0.1723
C -1.231 -3.545 -7.338 -0.0474
O -0.326 -4.425 -6.673 -0.2006
C 0.987 -4.453 -7.182 -0.2096
C 1.750 -5.430 -6.317 -0.0786
N 1.475 -5.194 -4.869 0.0761
H 0.511 -4.859 -4.744 0.1629
H 1.684 -6.034 -4.331 0.1884
C 2.302 -4.112 -4.185 -0.0820
C 1.990 -4.107 -2.713 -0.2376
O 0.605 -3.945 -2.671 -0.1857
C 0.022 -4.074 -1.364 -0.0363
H -1.386 -3.866 -8.375 0.1064
H -0.877 -2.514 -7.333 0.0779
H -2.178 -3.765 -6.850 0.1005
H 1.480 -3.472 -7.210 0.1290
H 0.924 -4.851 -8.198 0.1466
H 2.827 -5.397 -6.456 0.1411
H 1.333 -6.391 -6.620 0.1510
H 1.942 -3.159 -4.577 0.1175
H 3.334 -4.173 -4.526 0.1423
H 2.507 -3.260 -2.234 0.1242
H 2.433 -4.971 -2.197 0.1397
H 0.314 -5.004 -0.876 0.1003
H -1.054 -3.954 -1.418 0.0867
H 0.412 -3.228 -0.781 0.0825
C -5.528 -0.252 3.637 -0.0801
O -5.924 0.331 2.418 -0.1710
C -5.461 1.653 2.277 -0.2140
C -6.113 2.197 1.036 -0.0833
N -5.817 1.291 -0.105 0.0357
H -4.784 1.189 -0.242 0.1064
H -5.995 0.315 0.184 0.1632
C -6.434 1.540 -1.444 -0.0834
C -7.283 0.311 -1.853 -0.1820
O -8.045 -0.177 -0.777 -0.1762
C -9.115 0.676 -0.384 -0.0606
H -5.690 0.425 4.484 0.0951
H -4.441 -0.430 3.671 0.0780
H -6.042 -1.196 3.775 0.1047
H -4.363 1.648 2.260 0.1155
H -5.759 2.273 3.131 0.1396
H -5.855 3.221 0.772 0.1436
H -7.194 2.187 1.176 0.1332
H -5.622 1.609 -2.166 0.1194
H -7.016 2.457 -1.436 0.1257
H -6.592 -0.456 -2.197 0.1023
H -8.027 0.566 -2.615 0.1458
H -9.879 0.696 -1.174 0.1070
H -8.759 1.706 -0.294 0.0698
H -9.598 0.209 0.467 0.1075
C 8.860 2.258 3.329 -0.0661
O 7.823 1.349 2.989 -0.2345
C 7.738 0.245 3.870 -0.1958
C 7.195 -1.034 3.277 -0.0757
N 5.851 -0.965 2.606 0.0828
H 5.686 -1.916 2.271 0.1829
H 5.018 -0.761 3.166 0.1690
C 5.761 0.024 1.446 -0.0577
C 4.368 0.686 1.429 -0.2135
O 3.273 -0.174 1.314 -0.1805
C 2.923 -0.447 -0.018 -0.0805
H 8.812 3.182 2.756 0.0874
H 9.825 1.782 3.154 0.1078
H 8.763 2.609 4.363 0.1029
H 7.024 0.559 4.649 0.1380
H 8.678 0.100 4.405 0.1464
H 7.111 -1.737 4.107 0.1468
H 7.892 -1.496 2.577 0.1520
H 6.066 -0.489 0.538 0.1413
H 6.467 0.817 1.684 0.1090
H 4.359 1.551 0.762 0.1307
H 4.305 1.125 2.435 0.1272
H 3.787 -0.765 -0.624 0.0950
H 2.429 0.357 -0.569 0.0774
H 2.268 -1.316 -0.086 0.0893
C 1.309 -0.956 3.651 -0.0669
O 0.446 -0.469 4.710 -0.1818
C -0.835 -1.069 4.671 -0.1978
C -0.818 -2.441 5.373 -0.0796
N -0.094 -2.324 6.667 0.0575
H 0.792 -1.855 6.460 0.1662
H -0.532 -1.732 7.380 0.1891
C 0.238 -3.606 7.378 -0.1028
C -1.008 -4.410 7.774 -0.2130
O -1.884 -3.586 8.468 -0.1760
C -1.580 -3.404 9.851 -0.0543
H 0.853 -1.728 3.033 0.0985
H 2.219 -1.311 4.136 0.0817
H 1.505 -0.122 2.981 0.0658
H -1.308 -1.154 3.693 0.1047
H -1.526 -0.466 5.270 0.1384
H -0.242 -3.139 4.766 0.1394
H -1.829 -2.795 5.559 0.1470
H 0.867 -3.413 8.249 0.1343
H 0.903 -4.176 6.724 0.1370
H -0.651 -5.293 8.310 0.1438
H -1.422 -4.769 6.829 0.1297
H -1.375 -4.348 10.355 0.1058
H -2.406 -2.876 10.318 0.1032
H -0.721 -2.722 9.925 0.0853
C -0.693 2.267 -7.000 -0.0370
C -0.145 0.927 -6.503 -0.1295
N -0.069 0.844 -4.978 -0.2580
C 0.413 -0.539 -4.603 0.0117
C 0.919 1.900 -4.478 -0.1386
C 1.270 1.817 -3.006 -0.0629
C -1.379 1.023 -4.268 -0.1034
C -2.619 0.471 -4.919 -0.2101
O -2.517 -0.923 -5.017 -0.2065
C -3.804 -1.530 -5.235 -0.0373
H 0.075 3.037 -7.053 0.0890
H -1.587 2.575 -6.468 0.0782
H -0.992 2.143 -8.043 0.1034
H 0.883 0.667 -6.749 0.1341
H -0.792 0.107 -6.808 0.1175
H 0.116 -0.771 -3.580 0.1023
H 1.495 -0.594 -4.695 0.1038
H -0.133 -1.253 -5.216 0.0932
H 0.339 2.779 -4.751 0.1228
H 1.840 1.825 -5.052 0.1399
H 1.955 0.989 -2.815 0.0712
H 0.478 1.861 -2.261 0.0576
H 1.902 2.673 -2.744 0.0843
H -1.602 2.099 -4.293 0.1401
H -1.226 0.774 -3.222 0.1101
H -2.773 0.915 -5.907 0.1271
H -3.433 0.791 -4.258 0.1396
H -3.683 -2.597 -5.069 0.0934
H -4.184 -1.258 -6.219 0.1049
H -4.496 -1.202 -4.454 0.0859
C 6.595 5.887 2.242 -0.0524
C 5.238 6.439 2.613 -0.1514
N 4.052 5.494 2.387 -0.2557
C 4.403 4.179 3.036 0.0042
C 2.834 6.040 3.136 -0.1346
C 2.214 7.264 2.489 -0.0513
C 3.829 5.351 0.887 -0.0606
C 2.585 4.593 0.479 -0.1795
O 2.403 3.369 1.180 -0.2091
C 1.052 2.935 1.105 -0.0770
H 6.786 5.671 1.191 0.0892
H 6.814 5.003 2.840 0.0634
H 7.357 6.619 2.512 0.1078
H 5.040 7.428 2.201 0.1399
H 5.187 6.599 3.692 0.1343
H 4.961 3.630 2.286 0.0946
H 3.500 3.652 3.322 0.0959
H 4.937 4.388 3.960 0.1184
H 3.143 6.406 4.114 0.1409
H 2.168 5.186 3.196 0.1249
H 2.717 8.231 2.540 0.0987
H 1.305 7.476 3.064 0.1056
H 1.872 7.127 1.464 0.0713
H 4.793 4.982 0.542 0.1281
H 3.740 6.384 0.555 0.1404
H 2.578 4.324 -0.587 0.1376
H 1.722 5.257 0.583 0.1152
H 0.296 3.715 1.015 0.1020
H 0.829 2.206 1.885 0.0931
H 0.901 2.304 0.217 0.0600
C -6.585 -3.921 -2.471 -0.6555
F -5.886 -4.025 -3.610 0.0971
F -6.000 -4.735 -1.570 0.1012
F -6.465 -2.664 -2.009 0.0556
S -8.388 -4.311 -2.748 0.4378
O -8.930 -4.520 -1.427 -0.3194
O -8.817 -3.128 -3.465 -0.3468
O -8.297 -5.469 -3.620 -0.3302
```

Properties
2S+1: 1
Kohn-Sham gap in eV: 3.46
E_HOMO in eV: -11.78
Charge: +4


This record from the OMol25 dataset describes a molecular structure, C28H49BrCaCl3FIMgN2O11S. The level of theory is wB97M-V/def2-TZVPD.

```
99
Properties=species:S:1:pos:R:3:lowdin_charge:R:1
C -0.564 -4.309 1.759 0.0654
C -1.792 -3.948 1.426 -0.1825
C -2.102 -2.552 0.900 -0.1062
N -2.565 -2.614 -0.530 0.0744
C -1.596 -1.906 -1.481 -0.3105
C -0.240 -2.597 -1.428 -0.0581
C 0.890 -1.783 -0.712 -0.1581
C 1.838 -1.053 -1.685 -0.1529
C 2.252 0.331 -1.133 -0.2528
O 2.395 0.310 0.273 -0.1156
O -1.739 -0.575 -1.014 0.0467
C -1.136 0.332 -1.727 -0.3479
N -0.716 1.098 -2.496 0.2466
C -2.367 -2.297 -2.792 -0.2834
C -1.719 -1.797 -4.075 -0.2696
S -2.657 -2.347 -5.473 0.6385
O -1.917 -2.099 -6.671 -0.3070
O -3.007 -3.682 -5.183 -0.2986
C -3.904 -2.104 -2.477 -0.4623
I -4.168 -0.030 -3.193 1.1385
C -4.854 -2.919 -3.444 -0.2702
C -6.333 -2.596 -3.377 -0.7396
O -6.882 -1.771 -4.043 -0.0842
Cl -7.511 -3.520 -2.313 0.6377
C -4.001 -2.469 -0.914 -0.3502
O -4.793 -3.632 -0.963 -0.1689
C -4.225 -4.932 -0.865 -0.2279
C -5.260 -5.980 -1.326 -0.0404
C -4.885 -1.581 0.042 -0.4556
Cl -6.175 -0.605 -0.806 0.4713
C -5.752 -2.371 1.075 -0.7157
C -6.434 -1.287 1.998 -0.1418
Cl -4.900 -3.484 2.152 0.7914
H -0.293 -5.356 1.760 0.0844
H 0.177 -3.547 1.988 0.0874
H -2.570 -4.680 1.600 0.0619
H -2.780 -2.085 1.611 0.1008
H -1.160 -2.023 1.031 0.1259
H -2.251 -3.566 -0.775 0.1485
H 0.168 -2.864 -2.401 0.1283
H -0.268 -3.533 -0.862 0.1215
H 0.448 -1.057 -0.026 0.0980
H 1.499 -2.461 -0.115 0.1209
H 2.736 -1.630 -1.900 0.1190
H 1.306 -0.872 -2.627 0.0974
H 3.228 0.577 -1.557 0.1159
H 1.548 1.116 -1.412 0.0932
H 1.721 0.844 0.684 0.0289
H -2.273 -3.395 -2.881 0.1611
H -1.455 -0.748 -4.207 0.0792
H -0.744 -2.284 -4.185 0.1209
H -3.733 -1.506 -5.550 0.0480
H -4.662 -4.003 -3.402 0.0308
H -4.644 -2.689 -4.481 0.0531
H -3.375 -5.041 -1.562 0.1339
H -3.871 -5.251 0.115 0.0827
H -6.258 -5.736 -0.973 0.0581
H -5.188 -6.124 -2.405 0.0753
H -4.951 -6.913 -0.850 0.0864
H -4.257 -0.857 0.564 0.1148
H -6.589 -2.852 0.581 0.0776
H -6.513 -1.696 3.003 0.0646
H -7.462 -1.138 1.671 0.0570
H -5.888 -0.346 2.013 0.0773
O 0.593 2.272 1.702 -0.0132
C 0.672 3.385 2.219 -0.2641
C 2.398 3.960 1.971 -0.2806
O 2.459 5.055 2.519 0.0387
H 0.518 3.474 3.309 0.1276
H 0.061 4.204 1.799 0.1257
H 2.511 3.899 0.870 0.1255
H 2.992 3.115 2.372 0.0899
Ca -8.557 -0.420 -2.013 1.1886
C 6.598 5.572 -0.321 -0.0888
O 6.633 5.876 1.066 -0.2923
C 5.352 6.121 1.604 -0.3086
C 5.304 5.770 3.077 -0.2192
O 5.222 4.384 3.308 -0.1415
C 6.407 3.625 3.075 -0.3490
C 7.486 3.853 4.117 -0.1834
O 8.171 5.078 3.874 -0.2137
C 8.757 5.607 5.043 -0.1161
H 6.227 6.428 -0.897 0.0858
H 7.613 5.340 -0.636 0.0957
H 5.969 4.697 -0.504 0.0819
H 4.593 5.540 1.071 0.1214
H 5.146 7.206 1.472 -0.0455
H 4.381 6.191 3.488 0.1206
H 6.134 6.222 3.630 0.1034
H 6.782 3.779 2.069 0.0577
H 6.087 2.570 3.141 -0.0415
H 8.220 3.040 4.061 0.1319
H 7.031 3.861 5.115 0.1274
H 7.999 5.776 5.817 0.0870
H 9.208 6.565 4.789 0.0832
H 9.535 4.938 5.426 0.0891
Br 5.399 1.715 1.298 0.0250
Mg 6.496 8.726 1.897 0.6467
F -5.052 -4.728 -4.488 -0.4583
```

Properties
2S+1: 1
Kohn-Sham gap in eV: 0.88
E_HOMO in eV: -7.37
Charge: +1


This record from the OMol25 dataset describes a single C4H7NO2 molecule. The level of theory is wB97M-V/def2-TZVPD.

```
14
Properties=species:S:1:pos:R:3:nbo_charge:R:1
O -0.503 1.138 -1.930 -0.5348
C -0.110 0.416 -1.043 0.5830
C -0.155 -1.098 -0.982 -0.3432
N 0.296 -1.395 0.374 -0.6229
C 0.086 -0.218 1.226 -0.2329
C 0.424 0.934 0.283 -0.0196
O -0.149 2.160 0.628 -0.6991
H -1.186 -1.409 -1.220 0.2084
H 0.506 -1.538 -1.740 0.2249
H -0.134 -2.228 0.755 0.3730
H 0.753 -0.264 2.092 0.2070
H -0.947 -0.084 1.587 0.1799
H 1.521 1.008 0.181 0.1891
H -0.401 2.579 -0.212 0.4871
```

Properties
Structure (SMILES): O=C1CNC[C@@H]1O
2S+1: 1
Energy above the lowest of the compared OMol25 structures with the same formula, charge and spin in kcal per mole: 28.8
Kohn-Sham gap in eV: 10.30
E_HOMO in eV: -9.43